(1)
This record from the OMol25 dataset describes an isolated molecule of C4H5NO at a distorted geometry. The level of theory is ωB97M-V/def2-TZVPD.

Maximum force in eV/A: 4.2
SMILES string: C1=N[C@H]2C[C@H]2O1
Lowest unoccupied orbital energy in eV: 1.0435
Energy above the lowest of the compared OMol25 structures with the same formula, charge and spin in kcal/mol: 100.0

Last columns: bonded neighbours and bond lengths (Å).
CARTESIAN COORDINATES (ANGSTROEM)
1 C -0.80 -1.14 -0.77  N2 1.257, O6 1.341, H7 1.075
2 N -1.37 -0.39 0.06  C1 1.257, C3 1.489
3 C -0.51 0.80 0.26  N2 1.489, C4 1.540, C5 1.519, H8 1.196
4 C 0.76 0.46 1.06  C3 1.540, C5 1.504, H9 1.091, H10 1.091
5 C 0.77 0.39 -0.45  C3 1.519, C4 1.504, O6 1.439, H11 1.088
6 O 0.48 -0.88 -1.07  C1 1.341, C5 1.439
7 H -1.30 -1.95 -1.27  C1 1.075
8 H -1.68 1.01 0.13  C3 1.196
9 H 0.78 -0.48 1.61  C4 1.091
10 H 1.39 1.23 1.51  C4 1.091
11 H 1.47 0.94 -1.07  C5 1.088

---

(2)
This record from the OMol25 dataset describes an isolated molecule of C4H5NO at a distorted geometry. The level of theory is ωB97M-V/def2-TZVPD.

Maximum force in eV/A: 1.5
SMILES string: O=C1C[C@H]2N[C@@H]12
Lowest unoccupied orbital energy in eV: 0.9192
Energy above the lowest of the compared OMol25 structures with the same formula, charge and spin in kcal/mol: 70.2

Last columns: bonded neighbours and bond lengths (Å).
CARTESIAN COORDINATES (ANGSTROEM)
1 O 0.78 -0.71 2.19  C2 1.203
2 C 0.55 -0.33 1.08  O1 1.203, C3 1.524, C6 1.509
3 C 0.34 1.07 0.51  C2 1.524, C4 1.617, H7 1.079, H8 1.115
4 C -0.77 0.30 -0.38  C3 1.617, N5 1.437, C6 1.510, H9 1.113
5 N 0.21 -0.17 -1.32  C4 1.437, C6 1.474, H10 1.002
6 C -0.05 -1.00 -0.13  C2 1.509, C4 1.510, N5 1.474, H11 1.085
7 H 0.11 1.90 1.15  C3 1.079
8 H 1.24 1.31 -0.09  C3 1.115
9 H -1.87 0.21 -0.57  C4 1.113
10 H -0.14 -0.54 -2.18  N5 1.002
11 H -0.40 -2.02 -0.26  C6 1.085

---

(3)
This record from the OMol25 dataset describes an isolated molecule of C4H5NO at a distorted geometry. The level of theory is ωB97M-V/def2-TZVPD.

Maximum force in eV/A: 2.2
SMILES string: [H]/N=C1/C=CCO1
Lowest unoccupied orbital energy in eV: 0.8796
Energy above the lowest of the compared OMol25 structures with the same formula, charge and spin in kcal/mol: 48.8

Last columns: bonded neighbours and bond lengths (Å).
CARTESIAN COORDINATES (ANGSTROEM)
1 H 3.20 -0.58 -0.13  N2 1.017
2 N 2.48 0.13 -0.26  H1 1.017, C3 1.281
3 C 1.24 -0.14 -0.08  N2 1.281, C4 1.474, O7 1.390
4 C 0.29 0.97 -0.29  C3 1.474, C5 1.325, H8 1.078
5 C -0.96 0.61 -0.07  C4 1.325, C6 1.458, H9 1.081
6 C -1.14 -0.79 0.31  C5 1.458, O7 1.719, H10 1.120, H11 1.123
7 O 0.51 -1.26 0.27  C3 1.390, C6 1.719
8 H 0.68 1.93 -0.59  C4 1.078
9 H -1.90 1.14 -0.12  C5 1.081
10 H -1.82 -1.30 -0.43  C6 1.120
11 H -1.70 -0.85 1.28  C6 1.123